Below is a molecular structure, C29H20CaClN7O13, with properties calculated with ωB97M-V/def2-TZVPD.

Geometry as ORCA input:
```
! wB97M-V def2-TZVPD RIJCOSX def2/J DEFGRID3
* xyz 0 1
Ca 0.348 0.817 0.521
O 5.266 4.037 2.014
C 5.586 2.994 1.285
O 6.721 2.796 0.924
C 4.514 2.004 0.873
C 4.834 0.910 0.104
Cl 6.306 0.431 -0.580
N 3.725 0.190 -0.128
N 2.650 0.743 0.465
C 3.099 1.856 1.081
C 2.069 2.705 1.891
O 2.481 3.683 2.515
O 0.862 2.295 1.860
C 3.585 -1.044 -0.862
C 2.793 -1.049 -1.995
C 2.628 -2.233 -2.702
C 3.263 -3.391 -2.273
C 4.070 -3.365 -1.141
C 4.233 -2.184 -0.426
H 4.282 4.048 2.257
H 2.328 -0.126 -2.323
H 2.013 -2.245 -3.595
H 3.134 -4.317 -2.826
H 4.577 -4.266 -0.812
H 4.867 -2.144 0.455
O -6.193 0.800 3.354
C -5.761 1.902 2.571
C -4.400 1.611 2.007
C -3.840 2.486 1.090
C -2.596 2.203 0.580
N -1.900 1.111 0.929
C -2.425 0.274 1.844
C -3.676 0.494 2.392
C -1.581 -0.914 2.258
C -2.150 -2.038 2.829
C -1.337 -3.080 3.237
C -1.907 -4.322 3.858
O -3.310 -4.158 4.004
C 0.030 -2.971 3.046
C 0.524 -1.840 2.441
N -0.256 -0.818 2.056
H -7.060 0.996 3.713
H -5.697 2.811 3.167
H -6.443 2.098 1.746
H -4.364 3.380 0.773
H -2.122 2.863 -0.138
H -4.090 -0.179 3.130
H -3.220 -2.124 2.946
H -1.418 -4.487 4.818
H -1.668 -5.171 3.218
H -3.681 -4.963 4.372
H 0.706 -3.759 3.360
H 1.588 -1.735 2.242
O -2.328 -1.080 -6.238
N -1.719 -0.019 -6.256
O -1.482 0.624 -7.263
C -1.207 0.491 -4.965
C -1.474 -0.220 -3.830
C -0.927 0.219 -2.654
C -0.140 1.418 -2.487
O 0.282 1.792 -1.339
C 0.057 2.102 -3.734
C -0.446 1.640 -4.923
N 0.847 3.368 -3.824
O 1.186 3.916 -2.797
O 1.119 3.781 -4.946
N -1.124 -0.668 -1.464
O -0.099 -0.896 -0.761
O -2.205 -1.158 -1.250
H -2.075 -1.115 -3.868
H -0.253 2.191 -5.826
*
```

Computed properties:
Energy above the lowest of the compared OMol25 structures with the same formula, charge and spin ... 21.6 kcal/mol
HOMO ... -9.36 eV
Electronic energy ... -98403.074 eV
E_LUMO ... -0.050 hartree
Orbital gap ... 8.0 eV

Löwdin analysis output, partial charges in e: Ca 1.3769; O 0.1337; C -0.5074; O 0.0551; C -0.0281; C -0.5884; Cl 0.8449; N -0.0828; N 0.0327; C -0.0761; C -0.5701; O 0.0447; O -0.1928; C -0.2164; C -0.0128; C -0.0634; C -0.0748; C -0.0683; C -0.0330; H 0.1095; H 0.1173; H 0.1095; H 0.1075; H 0.1075; H 0.1183; O -0.0500; C -0.1972; C -0.1634; C 0.0017; C -0.0823; N 0.0022; C -0.1722; C 0.0608; C -0.1767; C 0.0584; C -0.1680; C -0.1974; O -0.0511; C -0.0036; C -0.0939; N 0.0039; H 0.0933; H 0.1332; H 0.1295; H 0.1268; H 0.1258; H 0.1197; H 0.1194; H 0.1308; H 0.1319; H 0.0941; H 0.1250; H 0.1186; O 0.0675; N -0.3452; O 0.0856; C -0.1346; C 0.0668; C -0.0455; C -0.2837; O -0.1888; C -0.0287; C 0.0802; N -0.3341; O 0.1089; O 0.0614; N -0.2796; O -0.1020; O 0.1371; H 0.1390; H 0.1334